No. 1
{
  "formula": "C9H12O2",
  "method": "ωB97M-V/def2-TZVPD",
  "symbols": ["C", "C", "O", "C", "C", "C", "O", "C", "C", "C", "C", "H", "H", "H", "H", "H", "H", "H", "H", "H", "H", "H", "H"],
  "positions_angstrom": [[1.0246, -1.7336, -0.8634], [-0.2347, -1.3720, -1.0521], [-0.5103, -0.7550, -2.3379], [-1.5668, -1.5832, -0.3282], [-2.1044, -1.1469, 0.7966], [-1.3566, -0.0584, 1.4721], [-1.1531, 0.0055, 2.6756], [-0.7602, 0.7556, 0.3467], [0.4939, 1.1951, 0.3374], [1.3668, 0.8707, 1.4528], [1.0295, 2.0627, -0.7405], [1.3954, -2.0268, 0.0867], [1.8518, -1.6635, -1.4749], [-1.3506, -0.9707, -2.7144], [-1.9325, -2.4447, -0.8679], [-2.9585, -1.5701, 1.2929], [-1.4110, 0.8783, -0.4281], [1.0070, -0.1039, 1.8563], [2.3807, 0.9506, 1.1788], [1.3254, 1.7398, 2.2447], [1.7838, 1.5490, -1.3816], [0.2530, 2.4662, -1.4171], [1.4268, 2.9553, -0.1345]],
  "nbo_charge": [-0.49, 0.31, -0.73, -0.21, -0.26, 0.52, -0.53, -0.36, 0.13, -0.66, -0.65, 0.21, 0.22, 0.47, 0.22, 0.23, 0.21, 0.24, 0.22, 0.24, 0.23, 0.22, 0.22],
  "energy_ha": -500.48613,
  "lumo_ha": 0.0015,
  "gap_ha": 0.3248,
  "e_homo_ev": -8.8,
  "relative_energy_kcal_mol": 84.88
}


No. 2
{
  "formula": "C2H7NO4",
  "method": "ωB97M-V/def2-TZVPD",
  "symbols": ["C", "C", "O", "O", "O", "H", "H", "H", "H", "N", "O", "H", "H", "H"],
  "positions_angstrom": [[-0.5836, 0.7733, 1.3115], [0.2746, 0.6582, 0.1046], [1.2711, 1.2045, -0.2244], [-0.7614, 0.2496, -1.2730], [-2.1737, 0.2017, -0.9841], [-1.1043, 1.7298, 1.2800], [-1.3188, -0.0256, 1.3318], [0.0579, 0.7186, 2.1907], [-2.5226, 0.7526, -1.6984], [1.8506, -1.5462, -0.5324], [0.5359, -1.2403, -0.0620], [2.3580, -1.8014, 0.3118], [2.2475, -0.6558, -0.8470], [-0.1311, -1.0189, -0.9091]],
  "nbo_charge": [-0.73, 0.84, -0.57, -0.45, -0.47, 0.25, 0.26, 0.25, 0.47, -0.51, -0.56, 0.34, 0.35, 0.52],
  "energy_ha": -435.91691,
  "lumo_ha": 0.0295,
  "gap_ha": 0.3874,
  "e_homo_ev": -9.7,
  "relative_energy_kcal_mol": 148.44
}


No. 3
{
  "formula": "C26H21ClN3O2Tl",
  "method": "ωB97M-V/def2-TZVPD",
  "symbols": ["Tl", "O", "C", "C", "C", "C", "C", "C", "C", "N", "N", "C", "O", "C", "C", "C", "C", "C", "C", "H", "H", "H", "H", "H", "H", "H", "H", "H", "H", "C", "C", "C", "N", "C", "C", "H", "H", "H", "H", "H", "Cl", "C", "C", "C", "C", "C", "C", "C", "H", "H", "H", "H", "H", "H"],
  "positions_angstrom": [[-0.8297, -0.7872, 0.2962], [-1.4866, 1.5717, 0.9477], [-0.9682, 2.7004, 1.1846], [-1.8065, 3.8382, 1.4426], [-1.3065, 5.1020, 1.6219], [0.0755, 5.3373, 1.5841], [0.9175, 4.2597, 1.4047], [0.4541, 2.9485, 1.2210], [1.4637, 1.9238, 1.1002], [1.3387, 0.6672, 0.8638], [2.5802, 0.0429, 0.7999], [2.5583, -1.1956, 0.3608], [1.5815, -1.8921, -0.0288], [3.9346, -1.8164, 0.2849], [5.0621, -1.2428, 0.8703], [6.3097, -1.8265, 0.7108], [6.4530, -2.9924, -0.0317], [5.3329, -3.5796, -0.6049], [4.0849, -2.9973, -0.4392], [-2.8733, 3.6503, 1.4815], [-1.9847, 5.9314, 1.8026], [0.4712, 6.3394, 1.7056], [1.9921, 4.4269, 1.4076], [2.4913, 2.2843, 1.2326], [4.9396, -0.3298, 1.4362], [7.1860, -1.3760, 1.1648], [7.4320, -3.4405, -0.1644], [5.4361, -4.4915, -1.1828], [3.1913, -3.4299, -0.8708], [0.4754, 0.8047, -4.9232], [-0.8449, 0.5499, -4.5755], [-1.1251, 0.1437, -3.2818], [-0.1899, -0.0114, -2.3499], [1.0728, 0.2458, -2.6806], [1.4538, 0.6491, -3.9507], [0.7339, 1.1170, -5.9272], [-1.6413, 0.6707, -5.2987], [-2.1412, -0.0717, -2.9650], [1.8020, 0.1183, -1.8853], [2.4939, 0.8460, -4.1752], [-4.5253, -1.5329, 4.3202], [-4.8308, -1.5039, 2.5903], [-5.8640, -0.7166, 2.1450], [-6.2001, -0.6784, 0.7907], [-5.4561, -1.4751, -0.0883], [-4.4156, -2.2538, 0.3526], [-3.9941, -2.3015, 1.7341], [-2.9129, -3.0428, 2.1505], [-6.4218, -0.1210, 2.8586], [-7.0050, -0.0461, 0.4353], [-5.7106, -1.4766, -1.1453], [-3.8500, -2.8543, -0.3531], [-2.3531, -3.6412, 1.4426], [-2.5804, -3.0443, 3.1781]],
  "nbo_charge": [0.79, -0.77, 0.42, -0.28, -0.22, -0.35, -0.15, -0.25, 0.10, -0.35, -0.51, 0.52, -0.79, 0.00, -0.20, -0.24, -0.25, -0.24, -0.21, 0.20, 0.18, 0.18, 0.18, 0.15, 0.23, 0.19, 0.19, 0.19, 0.24, -0.18, -0.27, 0.05, -0.42, 0.06, -0.26, 0.20, 0.21, 0.21, 0.23, 0.21, -0.10, -0.10, -0.21, -0.39, -0.21, -0.29, -0.07, -0.70, 0.19, 0.18, 0.18, 0.19, 0.18, 0.19],
  "energy_ha": -1950.79726,
  "lumo_ha": 0.1582,
  "gap_ha": 0.1499,
  "total_charge": -2,
  "e_homo_ev": 0.2,
  "relative_energy_kcal_mol": 14.12
}


No. 4
{
  "formula": "C4H6F2O",
  "method": "ωB97M-V/def2-TZVPD",
  "symbols": ["C", "C", "O", "C", "F", "C", "F", "H", "H", "H", "H", "H", "H"],
  "positions_angstrom": [[1.4237, -0.3696, 0.6243], [0.6599, 0.3311, -0.4743], [0.9130, 1.6663, -0.6359], [-1.0988, 0.1308, -0.0924], [-1.4247, 1.0821, 0.8039], [-1.9560, -0.7890, -0.4760], [-3.2184, -0.8176, -0.0065], [1.3154, 0.1574, 1.5691], [2.4829, -0.3935, 0.3606], [1.0690, -1.3889, 0.7419], [0.7714, -0.1544, -1.4435], [0.8185, 2.1208, 0.2114], [-1.7558, -1.5757, -1.1826]],
  "nbo_charge": [-0.65, 0.13, -0.69, 0.28, -0.34, 0.10, -0.33, 0.21, 0.22, 0.23, 0.19, 0.48, 0.18],
  "energy_ha": -430.91691,
  "lumo_ha": 0.0307,
  "gap_ha": 0.3861,
  "e_homo_ev": -9.7,
  "relative_energy_kcal_mol": 42.01
}


No. 5
{
  "formula": "C3HI3",
  "method": "ωB97M-V/def2-TZVPD",
  "symbols": ["C", "C", "C", "I", "I", "I", "H"],
  "positions_angstrom": [[-0.7650, 0.7476, -0.1868], [-1.9672, 0.6447, -0.2788], [1.6046, -0.3157, 0.2439], [-3.9536, 0.9300, -0.6304], [1.1402, -1.9112, -1.0937], [1.6897, -0.6083, 2.2708], [2.2512, 0.5129, -0.3250]],
  "nbo_charge": [-0.13, -0.51, -0.59, 0.23, 0.33, 0.41, 0.26],
  "energy_ha": -1007.73555,
  "lumo_ha": [-0.0832, -0.0848],
  "gap_ha": [0.2327, 0.2300],
  "e_homo_ev": [-8.6, -8.6],
  "relative_energy_kcal_mol": 73.52
}


No. 6
{
  "formula": "C42H34BN10PdSe",
  "method": "ωB97M-V/def2-TZVPD",
  "symbols": ["Pd", "C", "C", "C", "C", "N", "N", "B", "N", "N", "C", "C", "C", "C", "C", "C", "C", "C", "C", "C", "N", "N", "C", "C", "C", "C", "C", "C", "C", "C", "C", "C", "C", "C", "C", "C", "C", "C", "H", "H", "H", "H", "H", "H", "H", "H", "H", "H", "H", "H", "H", "H", "H", "H", "H", "H", "H", "H", "H", "H", "H", "H", "H", "H", "H", "H", "Se", "N", "C", "C", "C", "C", "C", "N", "C", "C", "N", "C", "C", "C", "C", "C", "N", "H", "H", "H", "H", "H", "H"],
  "positions_angstrom": [[-0.1154, -0.1873, -0.2455], [0.6345, 2.5414, -4.5000], [-0.1087, 2.1527, -3.2521], [-0.8409, 3.0132, -2.4393], [-1.4749, 2.2077, -1.4438], [-1.0365, 0.9427, -1.6622], [-0.2528, 0.8883, -2.8015], [0.4410, -0.4595, -3.1543], [-0.6371, -1.5175, -2.8090], [-1.1621, -1.5329, -1.5109], [-1.9705, -2.6260, -1.3947], [-2.0034, -3.2354, -2.6632], [-1.2087, -2.4836, -3.5267], [-1.0378, -2.7381, -5.0372], [-2.8565, -3.0384, -0.2572], [-3.8233, -4.0283, -0.5059], [-4.5773, -4.5157, 0.5607], [-4.4591, -3.9469, 1.8442], [-3.5752, -2.8975, 2.0657], [-2.7740, -2.4777, 1.0229], [1.6744, -0.8078, -2.2259], [1.4161, -1.2564, -0.9674], [2.5293, -1.6318, -0.2925], [3.5975, -1.3472, -1.2123], [3.0145, -0.8115, -2.3639], [3.6892, -0.3750, -3.6238], [2.5899, -2.3371, 0.9971], [1.4750, -2.8438, 1.6768], [1.6529, -3.4430, 2.9215], [2.9726, -3.5848, 3.3957], [4.0853, -3.1130, 2.7132], [3.9167, -2.5073, 1.4905], [-2.4415, 2.6500, -0.4148], [-2.7434, 4.0199, -0.4556], [-3.5848, 4.5861, 0.4791], [-4.1517, 3.7870, 1.4615], [-3.9490, 2.3947, 1.4540], [-3.1100, 1.8409, 0.5054], [0.5978, 3.6334, -4.6172], [0.1839, 2.0081, -5.3597], [1.6790, 2.2104, -4.4072], [-0.8911, 4.1160, -2.5071], [0.7621, -0.4241, -4.3236], [-2.5135, -4.1743, -2.9200], [-1.6140, -3.5895, -5.3621], [0.0461, -2.9028, -5.1958], [-1.3338, -1.8363, -5.6337], [-3.8936, -4.4336, -1.5271], [-5.2970, -5.3402, 0.3923], [-5.1112, -4.2485, 2.6662], [-3.5372, -2.4232, 3.0305], [-2.0338, -1.6990, 1.1636], [4.6619, -1.4392, -1.0567], [4.7680, -0.5802, -3.5875], [3.5450, 0.7017, -3.7450], [3.2422, -0.8489, -4.4992], [0.4914, -2.6847, 1.1914], [0.8235, -3.8406, 3.4970], [3.1117, -4.0266, 4.3574], [5.0877, -3.3088, 3.0986], [4.7337, -2.1287, 0.8852], [-2.2865, 4.6390, -1.2377], [-3.8113, 5.6497, 0.5098], [-4.8302, 4.1829, 2.2029], [-4.3990, 1.8112, 2.2373], [-3.0140, 0.7524, 0.4457], [2.8890, 4.6807, 5.3540], [3.3669, 4.3810, 3.5550], [2.5099, 3.4719, 3.1338], [2.4676, 2.9786, 1.7585], [3.4184, 3.4007, 0.8177], [3.2587, 2.9528, -0.4742], [2.1843, 2.1297, -0.7531], [1.3254, 1.6100, 0.1514], [1.4709, 1.9916, 1.4412], [0.5379, 1.4508, 2.4339], [-0.2741, 0.4604, 2.0442], [-0.9565, -0.1651, 3.0309], [-1.0571, 0.2616, 4.3738], [-0.3184, 1.3746, 4.7579], [0.5068, 1.9603, 3.7868], [1.4894, 2.9643, 4.1210], [1.5762, 3.4222, 5.3482], [4.1660, 4.1242, 1.1136], [3.9423, 3.2217, -1.2751], [2.0405, 1.8127, -1.7987], [-1.4832, -1.0638, 2.7703], [-1.6970, -0.2961, 5.0333], [-0.3259, 1.8180, 5.7489]],
  "lowdin_charge": [0.71, -0.03, -0.33, -0.01, -0.23, -0.03, 0.03, -0.48, 0.04, 0.01, -0.20, -0.02, -0.27, -0.03, -0.14, -0.04, -0.09, -0.11, -0.09, -0.05, 0.04, -0.05, -0.21, 0.01, -0.31, -0.03, -0.15, -0.04, -0.08, -0.11, -0.11, -0.03, -0.15, -0.05, -0.11, -0.11, -0.09, -0.05, 0.08, 0.08, 0.06, 0.10, 0.12, 0.09, 0.06, 0.08, 0.09, 0.10, 0.10, 0.09, 0.09, 0.05, 0.09, 0.08, 0.06, 0.07, 0.10, 0.10, 0.08, 0.10, 0.09, 0.10, 0.10, 0.09, 0.09, 0.10, 0.97, -0.21, -0.32, -0.11, -0.03, -0.08, -0.12, 0.07, -0.14, -0.16, 0.05, -0.12, -0.06, -0.03, -0.11, -0.33, -0.26, 0.10, 0.10, 0.10, 0.06, 0.09, 0.10],
  "energy_ha": -4722.65299,
  "lumo_ha": [0.0703, 0.0703],
  "gap_ha": [0.1220, 0.1215],
  "total_charge": -1,
  "e_homo_ev": [-1.4, -1.4]
}


No. 7
{
  "formula": "C7H8NPS",
  "method": "ωB97M-V/def2-TZVPD",
  "symbols": ["C", "P", "S", "C", "C", "C", "C", "C", "C", "N", "H", "H", "H", "H", "H", "H", "H", "H"],
  "positions_angstrom": [[-3.7710, 1.1459, -0.6065], [-2.3032, 0.8240, -1.3835], [-1.5795, -1.1992, -0.5771], [0.0239, -0.8735, -0.2449], [1.0748, -1.4979, -0.9097], [2.4204, -1.1977, -0.7423], [2.7889, -0.2057, 0.1346], [1.7709, 0.4918, 0.8003], [0.4344, 0.0933, 0.7198], [-0.5824, 0.7587, 1.4176], [-4.1642, 2.1827, -0.8892], [-4.2876, 0.2541, -0.0821], [0.7505, -2.3327, -1.6779], [3.1813, -1.7737, -1.2534], [3.9286, 0.1682, 0.2191], [2.0777, 1.2331, 1.5262], [-1.5540, 0.4315, 1.5249], [-0.2094, 1.4971, 2.0241]],
  "nbo_charge": [-0.92, 0.62, -0.03, -0.34, -0.15, -0.29, -0.15, -0.30, 0.21, -0.83, 0.25, 0.25, 0.22, 0.22, 0.22, 0.21, 0.42, 0.39],
  "energy_ha": -1065.77469,
  "lumo_ha": -0.0062,
  "gap_ha": 0.2839,
  "e_homo_ev": -7.9,
  "relative_energy_kcal_mol": 37.91
}